[1]
Formula: C20H28N2O2S2Tl
Source: OMol25
Level of theory: wB97M-V/def2-TZVPD

The geometry in XYZ format:
```
55
Properties=species:S:1:pos:R:3:forces:R:3
Tl 0.4786 0.9435 0.4442 0.1 -0.1 0.0
C -2.2785 -1.3848 -0.1661 0.0 0.0 0.0
N -1.3359 -0.7012 -1.0366 0.0 0.0 0.1
C -0.4789 -1.6615 -1.7339 0.0 0.0 0.0
C 0.5259 -2.3700 -0.8339 0.0 0.0 0.0
N 1.7061 -1.5690 -0.5125 0.1 0.1 0.0
C 2.5585 -1.4100 -1.6817 0.0 0.0 0.0
C 2.3696 -1.9819 0.6793 0.0 -0.1 -0.1
C 3.6002 -2.6363 0.6216 0.0 0.0 0.0
C 4.2808 -3.0110 1.7691 0.0 0.0 0.0
C 3.7267 -2.7360 3.0096 0.0 0.0 0.0
C 2.5029 -2.0927 3.0793 0.0 0.0 0.0
C 1.7973 -1.7096 1.9370 0.0 0.0 0.1
S 0.2248 -0.9425 2.1670 0.0 0.1 0.0
C -1.9107 0.2798 -1.8962 -0.1 0.0 -0.1
C -3.2641 0.2314 -2.2256 0.0 0.0 0.0
C -3.8482 1.1899 -3.0392 0.0 0.0 0.0
C -3.0726 2.2217 -3.5413 0.0 0.0 0.0
C -1.7288 2.2857 -3.2131 0.0 0.0 0.0
C -1.1197 1.3338 -2.3960 0.1 0.0 0.1
S 0.6006 1.5199 -2.0425 -0.1 -0.1 0.1
H -2.8907 -2.1201 -0.7117 0.0 0.0 0.0
H -2.9329 -0.6567 0.3066 0.0 0.1 0.0
H -1.7317 -1.8962 0.6235 0.0 0.0 0.0
H 0.0376 -1.1386 -2.5370 0.0 0.0 0.0
H -1.1152 -2.4358 -2.1953 0.0 0.0 0.0
H 0.8486 -3.2876 -1.3540 0.0 0.0 0.0
H 0.0536 -2.6708 0.0997 0.0 0.0 0.0
H 2.8242 -2.3777 -2.1360 0.0 0.0 0.0
H 3.4684 -0.8850 -1.4061 0.0 0.1 0.0
H 2.0394 -0.8027 -2.4207 0.0 0.0 0.0
H 4.0391 -2.8622 -0.3405 0.0 0.0 0.0
H 5.2364 -3.5138 1.6869 0.0 0.0 0.0
H 4.2496 -3.0040 3.9190 0.0 0.0 0.0
H 2.0695 -1.8456 4.0394 0.0 0.0 0.0
H -3.8784 -0.5723 -1.8448 0.0 0.0 0.0
H -4.9037 1.1245 -3.2726 0.0 0.0 0.0
H -3.5134 2.9865 -4.1683 0.0 0.0 0.0
H -1.1186 3.1061 -3.5686 0.0 0.0 0.0
C -1.5462 3.3324 2.9772 0.0 0.0 0.0
C -1.9070 2.2103 2.0038 0.1 0.0 0.1
C -3.3776 2.3064 1.6013 0.0 0.0 0.0
O -1.1014 2.2981 0.8700 -0.2 0.0 -0.1
H -2.1482 3.2852 3.8896 0.0 0.0 0.0
H -1.7125 4.2976 2.4930 0.0 0.0 0.0
H -0.4917 3.2642 3.2453 0.0 0.0 0.0
H -1.7623 1.2545 2.5404 0.0 0.0 0.0
H -3.5295 3.2222 1.0251 0.0 0.0 0.0
H -4.0324 2.3227 2.4773 0.0 0.0 0.0
H -3.6674 1.4668 0.9693 0.0 0.0 -0.1
C 3.4492 1.5504 0.3346 0.0 0.1 0.0
O 2.3552 1.6452 1.1870 0.0 0.0 -0.1
H 4.2351 2.2480 0.6578 0.0 0.0 0.0
H 3.2201 1.8036 -0.7139 0.0 0.0 0.0
H 3.9003 0.5454 0.3345 0.0 -0.1 0.0
```
Positions in Å, forces in eV/Å.

Output
- 2S+1 = 1
- energy above the lowest of the compared OMol25 structures with the same formula, charge and spin (kcal per mole) = 0.0
- total charge = -1
- LUMO level (eV) = 2.83
- E (Eh) = -2007.8021

[2]
Formula: C20H28N2O5
Source: OMol25
Level of theory: wB97M-V/def2-TZVPD

The geometry in XYZ format:
```
55
Properties=species:S:1:pos:R:3:forces:R:3
C -2.6576 -1.3519 -2.6695 0.0 -0.2 -0.1
H -1.7296 -1.3342 -2.1054 0.1 0.1 0.0
H -2.4279 -1.6064 -3.7020 0.0 0.0 -0.1
C -3.6312 -2.3658 -2.0816 0.0 0.2 0.1
C -4.0669 -2.0317 -0.6544 0.4 -0.2 0.0
C -2.9432 -2.1270 0.3762 -0.5 -0.3 0.1
H -2.3362 -3.0241 0.1924 0.0 0.1 0.1
O -2.1436 -0.9655 0.2845 0.2 0.3 -0.1
C -1.0767 -0.8177 1.1214 0.4 0.1 0.2
C -0.7144 -1.7312 2.1021 -0.3 -0.1 -0.2
C 0.3785 -1.4776 2.9160 0.1 0.1 0.1
C 1.1158 -0.3208 2.7571 0.0 -0.1 0.2
C 0.7597 0.5890 1.7744 -0.1 -0.1 -0.1
C -0.3243 0.3564 0.9498 -0.2 -0.1 -0.1
C -0.7622 1.3324 -0.1335 0.2 -0.1 0.0
N -2.0797 1.8676 0.1742 -0.1 -0.3 -0.3
C -2.3090 3.0158 0.8374 -0.1 0.1 -0.1
O -3.3755 3.3346 1.3162 -0.3 0.1 0.2
N -1.2230 3.8876 0.8732 0.1 0.2 0.2
C -0.0447 3.6819 0.2062 0.3 -0.5 -0.3
C 0.2158 2.4635 -0.3284 -0.4 0.0 0.0
C 1.4589 2.1704 -1.0303 0.1 0.4 -0.1
O 2.3807 2.9390 -1.1936 0.0 0.0 0.0
O 1.4641 0.9025 -1.5014 -0.3 0.0 0.2
C 2.6730 0.4180 -2.0595 0.7 -0.3 0.0
H 2.5011 0.2047 -3.1195 0.0 0.0 0.1
C 3.0892 -0.8577 -1.3334 -0.2 0.3 -0.2
O 3.5164 -0.5178 -0.0368 -0.1 0.2 -0.2
C 4.1837 -1.5486 0.6536 0.0 -0.2 0.2
C 3.3087 -2.7556 0.9856 0.1 0.4 -0.2
H 2.3845 -2.4221 1.4511 -0.1 0.0 0.0
H 3.8396 -3.4068 1.6746 0.1 -0.1 0.1
H 3.0684 -3.3246 0.0906 0.0 -0.1 -0.1
H 4.5285 -1.0759 1.5762 0.1 -0.1 -0.1
H 5.0626 -1.8761 0.0746 0.0 0.1 0.1
H 3.9067 -1.3389 -1.8931 -0.1 0.0 0.0
H 2.2301 -1.5417 -1.2961 0.1 0.0 0.0
H 3.4464 1.1857 -1.9519 -0.1 -0.2 -0.1
C 0.8763 4.8509 0.1203 0.1 0.1 0.1
H 1.8260 4.6146 0.5959 0.0 0.0 0.0
H 0.4400 5.7278 0.5930 0.0 0.1 0.0
H 1.1035 5.0720 -0.9203 0.0 0.0 0.0
H -1.4136 4.7927 1.2787 -0.1 -0.2 -0.1
H -2.8221 1.1837 0.1934 0.0 0.2 0.1
H -0.8585 0.7668 -1.0690 0.0 0.2 0.2
H 1.3426 1.4872 1.6433 0.1 0.1 0.0
H 1.9674 -0.1248 3.3898 0.1 0.0 0.1
H 0.6460 -2.1953 3.6779 0.0 -0.1 0.1
H -1.2762 -2.6410 2.2442 -0.1 -0.1 0.0
H -3.3755 -2.1968 1.3845 0.1 0.0 -0.1
H -4.4776 -1.0210 -0.6235 -0.1 0.0 0.1
H -4.8542 -2.7259 -0.3541 0.0 0.0 0.1
H -4.5247 -2.4066 -2.7090 0.0 -0.1 0.0
H -3.1755 -3.3590 -2.0934 -0.1 -0.1 0.0
H -3.0906 -0.3544 -2.6489 0.0 0.2 0.0
```
Positions in Å, forces in eV/Å.

Output
- 2S+1 = 1
- energy above the lowest of the compared OMol25 structures with the same formula, charge and spin (kcal per mole) = 40.3
- total charge = 0
- LUMO level (eV) = 0.73
- E (Eh) = -1264.6575

[3]
Formula: C20H28N6PdSbTe
Source: OMol25
Level of theory: wB97M-V/def2-TZVPD

The geometry in XYZ format:
```
57
Properties=species:S:1:pos:R:3:forces:R:3
Pd -0.0360 0.0703 -1.1053 0.0 0.1 0.4
N 2.2920 2.1645 0.2838 -0.1 0.2 0.1
C 1.4980 2.8192 -0.5783 0.2 0.1 0.0
N 1.6492 4.1304 -0.6975 0.0 0.0 0.0
C 0.9155 4.7042 -1.6524 0.0 -0.1 0.0
N 0.9536 6.0294 -1.7661 0.0 0.0 0.0
N 0.1608 4.0287 -2.5540 0.1 0.2 0.0
C 0.0633 2.7480 -2.3302 -0.1 -0.2 -0.2
N 0.6141 2.0933 -1.2954 -0.1 -0.2 0.0
C -0.6421 1.9073 -3.3471 0.1 0.1 0.2
C -1.1528 2.4691 -4.4991 0.0 0.1 0.0
C -1.7263 1.6360 -5.4460 0.0 0.0 0.0
C -1.7614 0.2767 -5.2042 0.0 -0.1 0.0
C -1.2258 -0.2103 -4.0212 0.0 0.0 -0.1
N -0.6811 0.5865 -3.1107 0.2 0.0 0.0
H 3.0461 2.6803 0.7061 0.0 0.0 0.0
H 2.3398 1.1643 0.2319 0.0 -0.2 0.0
H 1.5219 6.5668 -1.1357 0.0 0.0 0.0
H 0.4340 6.4805 -2.4975 0.0 0.0 0.0
H -1.0839 3.5383 -4.6349 0.0 0.0 0.0
H -2.1302 2.0448 -6.3616 0.0 0.0 0.0
H -2.1913 -0.4122 -5.9164 0.0 0.0 0.0
H -1.2166 -1.2703 -3.8012 0.0 0.0 0.0
Te -0.6259 -2.4105 -1.2248 0.0 0.0 0.1
C 1.1426 -3.2647 -0.4433 -0.1 0.0 0.0
C 2.2816 -2.5335 -0.1407 0.1 0.2 0.0
C 3.3997 -3.1634 0.3941 0.0 0.1 0.0
C 3.3946 -4.5318 0.6096 0.0 0.0 0.0
C 2.2662 -5.2692 0.2824 0.0 0.0 0.0
C 1.1436 -4.6405 -0.2352 0.0 -0.1 0.0
H 2.3098 -1.4684 -0.3452 0.0 0.0 0.0
H 4.2836 -2.5829 0.6243 0.0 0.0 0.0
H 4.2673 -5.0221 1.0181 0.0 0.0 0.0
H 2.2533 -6.3395 0.4373 0.0 0.0 0.0
H 0.2650 -5.2308 -0.4669 0.0 0.0 0.0
C -0.8041 -3.1646 2.5366 0.0 0.0 0.0
C -0.2118 -1.7949 2.8291 0.0 0.1 0.0
Sb -0.5458 -0.2334 1.3953 -0.1 -0.3 -0.3
C -0.1521 1.4932 2.6151 0.1 0.0 -0.1
C -0.2068 1.2287 4.1149 0.0 0.0 0.0
C -2.6805 -0.1776 1.3021 0.0 0.0 0.0
C -3.3798 -0.1674 2.6557 0.0 0.0 0.0
H -0.6882 -3.7978 3.4171 0.0 0.0 0.0
H -0.3079 -3.6548 1.7060 0.0 0.0 0.0
H -1.8686 -3.1072 2.3090 0.0 0.0 0.0
H 0.8571 -1.8482 3.0328 0.0 0.0 -0.1
H -0.6835 -1.3739 3.7185 0.0 0.0 0.0
H -0.9037 2.2247 2.3116 0.0 0.0 0.0
H 0.8162 1.9011 2.3277 0.0 0.0 0.0
H -1.1706 0.8366 4.4348 0.0 0.0 0.0
H -0.0367 2.1567 4.6590 0.0 0.0 0.0
H 0.5613 0.5224 4.4270 0.0 0.0 0.0
H -2.9608 -1.0478 0.7051 0.0 0.0 0.0
H -2.9390 0.7087 0.7161 0.0 0.0 0.0
H -3.1175 -1.0380 3.2582 0.0 0.0 0.0
H -4.4613 -0.1820 2.5210 0.0 0.0 0.0
H -3.1381 0.7268 3.2306 0.0 0.0 0.0
```
Positions in Å, forces in eV/Å.

Output
- 2S+1 = 1
- energy above the lowest of the compared OMol25 structures with the same formula, charge and spin (kcal per mole) = 7.4
- total charge = +1
- LUMO level (eV) = -3.31
- E (Eh) = -1743.4767

[4]
Formula: C20H28N8S2Se4W
Source: OMol25
Level of theory: wB97M-V/def2-TZVPD

The geometry in XYZ format:
```
63
Properties=species:S:1:pos:R:3:forces:R:3
W 0.7741 0.6941 -1.1879 0.6 0.7 0.1
C 3.1924 2.5364 2.5203 -0.1 0.0 -0.1
N 1.8236 2.2439 2.0735 0.1 0.0 -0.1
C 1.0321 3.4332 1.7713 -0.2 -0.1 -0.1
C 1.3815 0.9960 1.9060 0.1 0.0 0.1
N 0.4169 0.7049 0.9479 -0.4 0.0 0.1
C -0.6534 -0.1106 1.4053 0.2 0.1 0.2
C -1.0652 -0.2207 2.7362 0.1 0.0 -0.1
C -2.0485 -1.1260 3.0846 0.0 -0.1 -0.2
C -2.6209 -1.9467 2.1106 0.1 0.2 0.1
C -2.2681 -1.7869 0.7860 0.0 0.1 -0.1
C -1.3284 -0.8196 0.4261 -0.1 -0.3 -0.1
N -1.0074 -0.4881 -0.9126 0.2 0.0 -0.4
C -2.0157 -0.5540 -1.8465 -0.4 0.3 0.1
N -3.2629 -0.1643 -1.5515 0.3 -0.1 -0.2
C -3.6348 0.7349 -0.4618 0.2 0.0 0.0
C -4.4270 -0.7586 -2.2193 0.1 0.0 0.0
N -1.7486 -0.9736 -3.0993 -0.1 -0.2 0.3
C -2.3868 -0.3910 -4.2713 0.0 0.1 0.0
C -1.0439 -2.2315 -3.3575 0.1 0.2 0.1
N 1.8977 0.0278 2.6644 0.0 0.2 0.1
C 2.3414 0.2770 4.0408 -0.1 -0.1 -0.1
C 1.8853 -1.3854 2.3000 -0.1 0.1 -0.1
H 3.5861 3.3172 1.8698 0.0 0.0 0.0
H 3.8148 1.6516 2.4226 0.0 0.1 0.0
H 3.2088 2.8955 3.5486 0.0 0.0 0.0
H 1.2947 4.1945 2.5027 -0.1 0.0 0.0
H -0.0324 3.2134 1.8614 0.1 0.0 -0.1
H 1.2537 3.8161 0.7702 0.0 0.0 0.2
H -0.6159 0.3971 3.5002 0.1 0.1 0.1
H -2.3595 -1.2043 4.1155 0.0 0.0 0.0
H -3.3486 -2.6933 2.3869 -0.1 -0.1 0.0
H -2.7283 -2.4036 0.0263 0.0 0.0 -0.1
H -2.7623 1.2584 -0.0858 -0.1 -0.1 0.0
H -4.1030 0.1732 0.3472 0.0 0.0 0.0
H -4.3475 1.4573 -0.8588 0.0 0.0 0.0
H -4.1349 -1.6527 -2.7598 0.0 0.0 0.0
H -4.8985 -0.0479 -2.8972 0.0 0.0 0.0
H -5.1405 -1.0359 -1.4433 0.0 0.0 0.0
H -2.7856 0.5927 -4.0338 0.0 0.0 0.0
H -3.1766 -1.0233 -4.6766 0.0 0.0 0.0
H -1.6176 -0.2767 -5.0374 0.0 0.0 0.0
H -1.7542 -2.9532 -3.7664 0.0 0.0 0.0
H -0.6175 -2.6281 -2.4413 0.0 0.0 0.0
H -0.2503 -2.0840 -4.0947 0.0 0.0 0.0
H 2.0085 1.2548 4.3703 0.0 0.0 0.1
H 3.4234 0.2019 4.1313 0.0 0.0 0.0
H 1.8814 -0.4840 4.6705 0.0 0.0 0.0
H 1.6076 -1.5015 1.2551 0.0 0.0 0.3
H 1.1798 -1.9235 2.9328 0.0 -0.1 0.0
H 2.8877 -1.7822 2.4539 0.0 -0.1 0.0
S 3.0440 1.1534 -0.6223 -0.3 0.2 0.0
C 3.8896 -0.2812 -1.0952 0.4 -0.1 -0.1
C 5.3162 -0.1478 -1.1783 -0.7 -0.1 0.1
N 6.4521 -0.0092 -1.2205 0.5 0.1 0.0
C 3.2502 -1.4538 -1.3092 0.2 -0.3 0.0
S 1.5449 -1.5828 -1.0903 -0.1 -0.1 -0.2
C 3.9591 -2.6630 -1.6225 -0.3 0.6 0.1
N 4.4862 -3.6459 -1.8799 0.2 -0.4 -0.1
Se 1.2012 0.3476 -3.5759 -0.4 -0.1 -0.3
Se 1.5173 2.6103 -3.2213 -0.1 -0.5 0.4
Se -0.6087 3.5662 -3.1246 0.0 0.2 -0.3
Se -0.7587 2.6850 -0.9958 0.1 0.0 0.2
```
Positions in Å, forces in eV/Å.

Output
- 2S+1 = 1
- energy above the lowest of the compared OMol25 structures with the same formula, charge and spin (kcal per mole) = 9.8
- total charge = +2
- LUMO level (spin up / spin down) (eV) = -8.58 / -8.58
- E (Eh) = -11685.6446